12 unconnected molecules or ions with the total composition C62H114N20O5P4, computed with the ωB97M-V functional and the def2-TZVPD basis.

Computed properties:
F_max   0.1178 Eh/bohr
Multiplicity   1
Electronic energy   -5267.60199 Eh
LUMO   0.465 eV
Kohn-Sham gap   0.29464 Eh

Last column: Löwdin charge in e.
Element x y z (Å)
C -0.4692 -4.1401 3.7168  -0.09
N -0.6711 -5.1482 2.6484  -0.30
C -2.0019 -5.7757 2.6391  -0.11
P 0.4511 -5.2392 1.4034  0.54
O 1.8116 -4.7741 1.7316  -0.28
N 0.4307 -6.8326 0.9285  -0.32
C 1.0914 -7.8428 1.6693  -0.14
C 0.5485 -7.0868 -0.5106  -0.10
N -0.3066 -4.2862 0.1809  -0.27
C -1.6958 -4.6500 -0.3412  -0.07
C 0.2677 -3.0486 -0.2991  -0.12
H -0.9545 -4.5291 4.6119  0.08
H -0.9859 -3.2325 3.4048  0.07
H 0.5665 -3.9537 4.0008  0.06
H -2.8221 -5.0584 2.6673  0.06
H -2.0430 -6.3335 3.5747  0.08
H -2.1620 -6.4500 1.7978  0.07
H 0.8189 -8.8657 1.4095  0.08
H 2.1677 -7.7073 1.5636  0.09
H 0.8974 -7.7868 2.7404  0.08
H 0.8981 -8.1116 -0.6361  0.08
H -0.3599 -6.9116 -1.0870  0.07
H 1.3534 -6.4640 -0.9009  0.08
H -1.7414 -4.3706 -1.3938  0.06
H -2.0240 -5.6592 -0.0925  0.06
H -2.3800 -3.9713 0.1680  0.06
H -0.4421 -2.3966 -0.8083  0.06
H 0.9355 -3.3433 -1.1086  0.08
H 0.8256 -2.4534 0.4238  0.06
C 8.1230 -4.3433 -1.1342  -0.13
N 7.4886 -3.0389 -1.3068  -0.31
C 7.0845 -2.6838 -2.6866  -0.10
P 7.0088 -1.9375 -0.0654  0.62
O 7.2056 -0.4611 -0.4650  -0.34
N 5.4035 -2.4804 0.0967  -0.31
C 4.2694 -1.6890 -0.3218  -0.12
C 5.0495 -3.7325 0.8522  -0.08
N 7.9350 -2.4259 1.2918  -0.29
C 9.4037 -2.6089 1.2019  -0.11
C 7.3971 -1.7934 2.6070  -0.08
H 7.7912 -4.9681 -1.9635  0.07
H 7.7431 -4.9148 -0.2874  0.07
H 9.2066 -4.2447 -1.0703  0.06
H 7.8845 -2.1491 -3.1986  0.08
H 6.2308 -2.0094 -2.6196  0.06
H 6.7568 -3.5742 -3.2233  0.08
H 4.5163 -1.0269 -1.1518  0.08
H 3.5097 -2.4130 -0.6164  0.08
H 3.9302 -1.0799 0.5161  0.06
H 4.1766 -3.6035 1.4921  0.06
H 4.8422 -4.4710 0.0778  0.08
H 5.9359 -4.1847 1.2970  0.06
H 9.5476 -3.6485 1.4961  0.08
H 9.7546 -2.4454 0.1830  0.07
H 9.8853 -1.9169 1.8929  0.08
H 7.6651 -0.7370 2.6218  0.04
H 7.8235 -2.1965 3.5256  0.07
H 6.3329 -1.9720 2.7605  0.06
C 0.8630 0.6329 -5.0050  -0.14
N -0.4747 0.1875 -5.0693  -0.30
C -1.4981 1.2109 -4.7666  -0.11
P -0.9333 -1.2979 -5.8913  0.59
O 0.1903 -2.2215 -6.0877  -0.28
N -2.1490 -1.9870 -4.9159  -0.29
C -1.7233 -2.2122 -3.5026  -0.12
C -2.7218 -3.1946 -5.4897  -0.14
N -1.7525 -0.7862 -7.3090  -0.29
C -1.0160 -0.7423 -8.6111  -0.11
C -3.1781 -0.3406 -7.4310  -0.10
H 1.4782 -0.1980 -4.6598  0.08
H 1.0036 1.4415 -4.2877  0.08
H 1.1554 0.8804 -6.0255  0.08
H -1.8337 1.7588 -5.6471  0.07
H -1.3097 1.9617 -3.9992  0.06
H -2.3321 0.6104 -4.4035  0.05
H -1.4614 -1.2808 -3.0005  0.06
H -2.6383 -2.4630 -2.9661  0.08
H -0.9168 -2.9279 -3.3430  0.08
H -3.1258 -3.0941 -6.4971  0.07
H -1.9467 -3.9549 -5.5867  0.08
H -3.5183 -3.6086 -4.8714  0.08
H -0.2132 -0.0065 -8.5669  0.07
H -0.5214 -1.6907 -8.8211  0.07
H -1.6115 -0.6009 -9.5130  0.08
H -3.1689 0.4025 -8.2284  0.08
H -3.4685 -0.0177 -6.4312  0.06
H -3.8038 -1.2058 -7.6503  0.06
C -8.3037 2.4559 -0.8845  -0.12
N -7.4462 3.4984 -0.3300  -0.32
C -8.1528 4.4147 0.5018  -0.13
P -5.7808 3.0918 -0.0639  0.64
O -5.5786 2.0127 0.9557  -0.30
N -5.1773 2.7520 -1.6339  -0.29
C -5.0389 3.6953 -2.7050  -0.11
C -4.8571 1.3366 -1.9481  -0.09
N -5.0718 4.6123 0.3473  -0.29
C -5.3482 5.8579 -0.3201  -0.15
C -3.8058 4.6667 1.0795  -0.09
H -7.8922 1.9698 -1.7691  0.07
H -9.2118 2.9036 -1.2881  0.08
H -8.6079 1.7157 -0.1445  0.08
H -8.1485 5.4045 0.0452  0.07
H -7.7071 4.5186 1.4910  0.09
H -9.1041 3.9085 0.6652  0.08
H -4.0020 3.9730 -2.8943  0.06
H -5.3046 3.2306 -3.6545  0.08
H -5.7700 4.4856 -2.5346  0.07
H -4.1691 0.8763 -1.2390  0.05
H -5.7738 0.7499 -2.0073  0.06
H -4.5084 1.2141 -2.9736  0.07
H -6.3281 5.8523 -0.7974  0.06
H -5.3917 6.6604 0.4163  0.09
H -4.7097 6.1565 -1.1516  0.06
H -3.7045 3.8029 1.7365  0.06
H -3.8572 5.5345 1.7370  0.09
H -2.9640 4.7125 0.3886  0.06
C 1.3118 1.3230 -0.1654  -0.12
N 0.2411 0.8508 0.5013  0.00
C -1.0292 0.7077 -0.0483  -0.48
C -2.0934 -0.0414 0.7347  0.01
O -1.3340 1.1847 -1.1455  0.01
H 2.2546 1.2603 0.3781  0.08
H 1.1146 2.3834 -0.3227  0.05
H 1.5099 0.9033 -1.1516  0.10
H 0.3437 0.4550 1.4248  0.06
H -1.9643 -0.0475 1.8170  0.06
H -2.0229 -1.0971 0.4728  0.07
H -3.0768 0.3263 0.4416  0.05
C 5.9840 5.9661 -0.1578  -0.09
C 4.7111 5.5857 0.1423  -0.09
C 4.1075 4.4969 -0.5152  -0.14
N 4.7376 3.7001 -1.4224  0.07
C 6.0327 4.0380 -1.6137  -0.15
C 6.7015 5.1108 -1.0019  -0.07
H 6.4625 6.7669 0.3864  0.10
H 4.0943 6.2429 0.7372  0.09
H 3.0956 4.1963 -0.2866  0.07
H 6.7095 3.4372 -2.2030  0.10
H 7.6794 5.3982 -1.3592  0.10
C 2.0364 -1.2692 5.4521  -0.04
C 1.0689 -0.2484 5.3073  -0.07
C 0.5807 0.1338 4.0644  -0.11
N 1.0951 -0.4174 2.9092  0.06
C 2.0073 -1.4201 3.0411  -0.14
C 2.5000 -1.8650 4.2613  -0.07
H 2.3152 -1.6050 6.4400  0.10
H 0.7335 0.2329 6.2141  0.10
H -0.1876 0.8679 3.8709  0.07
H 2.4849 -1.7868 2.1445  0.08
H 3.1357 -2.7380 4.2720  0.10
C 4.0989 2.3301 2.7839  -0.07
C 5.0384 1.8356 1.8646  -0.08
C 6.2628 1.4717 2.3760  -0.13
N 6.5002 1.3936 3.7550  0.05
C 5.5301 1.7884 4.6023  -0.16
C 4.2842 2.3289 4.1921  -0.05
H 3.1676 2.7254 2.4060  0.07
H 4.8850 1.7216 0.8016  0.09
H 7.0363 1.2343 1.6606  0.09
H 5.8254 1.8753 5.6375  0.09
H 3.5694 2.6786 4.9223  0.09
C -7.5848 -2.5897 1.2811  -0.08
C -7.2364 -3.7500 2.0143  -0.03
C -5.8201 -3.9796 2.2054  -0.15
N -4.8694 -3.2446 1.6508  0.06
C -5.2887 -2.1807 0.9247  -0.14
C -6.5900 -1.7804 0.7967  -0.08
H -8.6318 -2.3483 1.1724  0.10
H -7.9656 -4.4535 2.3883  0.09
H -5.5253 -4.8821 2.7200  0.09
H -4.4599 -1.5465 0.6466  0.08
H -7.0020 -0.8452 0.4474  0.10
C -1.7174 5.6858 -2.1189  -0.09
C -0.8145 6.7210 -1.9793  -0.06
C 0.5424 6.3341 -2.0401  -0.14
N 0.9851 5.0608 -2.1925  0.08
C 0.0424 4.1119 -2.1541  -0.17
C -1.3206 4.3526 -2.1121  -0.08
H -2.7568 5.9790 -2.1299  0.08
H -1.0928 7.7640 -1.9465  0.10
H 1.2635 7.1336 -2.1249  0.10
H 0.3166 3.0964 -2.3989  0.09
H -1.9649 3.4992 -2.2636  0.08
C -3.8736 0.1306 3.7779  -0.07
C -3.2788 -0.9077 4.5356  -0.07
C -2.5683 -0.6392 5.7495  -0.12
N -2.4690 0.6540 6.1897  0.04
C -2.9898 1.6601 5.4726  -0.15
C -3.6670 1.4380 4.2489  -0.07
H -4.3990 -0.1410 2.8743  0.08
H -3.2090 -1.8876 4.0869  0.08
H -2.1568 -1.4465 6.3372  0.09
H -2.8775 2.6477 5.8950  0.10
H -4.0329 2.2985 3.7084  0.08
C 0.8407 4.9427 1.5273  -0.07
C -0.1368 3.9129 1.4423  -0.06
C -0.4043 3.1177 2.5759  -0.12
N 0.2177 3.3692 3.7898  0.06
C 1.0743 4.4023 3.8450  -0.16
C 1.4747 5.2516 2.7524  -0.04
H 1.0889 5.5441 0.6653  0.08
H -0.5898 3.8411 0.4646  0.07
H -1.2123 2.4018 2.6075  0.08
H 1.4772 4.5697 4.8329  0.09
H 2.0787 6.1403 2.8608  0.09

---

8 unconnected molecules or ions with the total composition C62H126N6O12, computed with the ωB97M-V functional and the def2-TZVPD basis.

Computed properties:
Energy relative to the best compared isomer or geometry (same formula, charge and spin)   672.92 kJ/mol
F_max   0.0981 Eh/bohr
Multiplicity   1
Electronic energy   -3668.89338 Eh
LUMO   0.255 eV
Kohn-Sham gap   0.31042 Eh

Last column: Löwdin charge in e.
Element x y z (Å)
C -10.2231 -6.1261 -4.4990  -0.05
C -10.0049 -5.0117 -5.5313  -0.45
C -8.9361 -5.4869 -6.5600  -0.04
C -11.3688 -4.8521 -6.2895  -0.15
C -11.4026 -3.6541 -7.1836  -0.22
C -10.9562 -2.3793 -6.5111  -0.15
C -9.6558 -2.3801 -5.6537  -0.49
C -8.4207 -2.2027 -6.5699  -0.02
C -9.7621 -1.1384 -4.7649  -0.04
N -9.6460 -3.6822 -4.8695  -0.08
O -8.5372 -3.8149 -4.0016  -0.03
H -9.4152 -6.1496 -3.7677  0.07
H -11.1273 -6.1668 -3.8916  0.08
H -10.1371 -7.0742 -5.0299  0.08
H -7.9113 -5.3097 -6.2338  0.08
H -8.8882 -6.5377 -6.8458  0.08
H -9.1173 -4.9489 -7.4905  0.06
H -11.4840 -5.6880 -6.9794  0.12
H -12.1803 -4.9127 -5.5642  0.12
H -10.9460 -3.9102 -8.1396  0.11
H -12.4229 -3.4261 -7.4919  0.11
H -11.7742 -2.1515 -5.8277  0.11
H -10.9559 -1.6151 -7.2883  0.12
H -8.2518 -3.1008 -7.1640  0.06
H -7.5604 -2.0725 -5.9133  0.08
H -8.6550 -1.3674 -7.2298  0.08
H -10.5667 -1.2308 -4.0354  0.09
H -9.7567 -0.2252 -5.3599  0.09
H -8.8053 -1.2174 -4.2488  0.07
H -8.8612 -3.5875 -3.1270  0.10
C 7.7346 -5.4997 -2.7012  -0.05
C 8.3069 -5.9386 -1.3693  -0.50
C 9.6220 -5.2013 -1.1534  -0.03
C 7.2455 -5.6219 -0.3168  -0.16
C 6.1720 -6.6656 -0.2806  -0.19
C 6.7487 -8.1042 -0.0553  -0.09
C 7.6447 -8.4723 -1.3009  -0.51
C 8.2538 -9.7816 -1.0308  -0.07
C 6.7847 -8.7514 -2.5478  -0.05
N 8.7111 -7.4333 -1.4086  -0.08
O 9.6006 -7.6896 -2.4795  -0.03
H 6.8014 -5.9546 -3.0333  0.07
H 7.5740 -4.4245 -2.7813  0.09
H 8.4589 -5.7652 -3.4713  0.08
H 10.3157 -5.3837 -1.9742  0.08
H 9.2589 -4.1832 -1.0131  0.09
H 10.0445 -5.4469 -0.1791  0.09
H 7.6865 -5.5296 0.6757  0.12
H 6.9578 -4.5962 -0.5475  0.12
H 5.4676 -6.4414 0.5204  0.11
H 5.5437 -6.4999 -1.1558  0.10
H 5.9946 -8.8380 0.2293  0.12
H 7.2194 -8.0076 0.9231  0.11
H 7.5614 -10.6148 -1.1511  0.09
H 8.6379 -9.7073 -0.0134  0.09
H 9.0273 -10.0229 -1.7598  0.09
H 6.2759 -9.6883 -2.7744  0.08
H 7.3877 -8.6079 -3.4444  0.08
H 5.9750 -8.0519 -2.7558  0.06
H 10.3965 -7.8393 -1.9640  0.11
C -3.2707 7.1942 9.8367  -0.03
C -2.5899 5.8455 9.4699  -0.46
C -3.7298 4.7678 9.2597  -0.04
C -1.8381 5.9770 8.0746  -0.10
C -0.4566 6.7053 8.2723  -0.16
C 0.3872 5.8931 9.2885  -0.14
C -0.3239 5.8713 10.6722  -0.51
C 0.4265 4.8685 11.5853  -0.03
C -0.2698 7.2556 11.2368  -0.05
N -1.6855 5.3121 10.4856  -0.11
O -2.3397 5.2449 11.7275  -0.03
H -3.7404 7.0119 10.8033  0.08
H -2.5929 8.0287 10.0165  0.06
H -4.0252 7.5668 9.1439  0.08
H -4.3975 5.0296 8.4389  0.08
H -3.3831 3.8239 8.8390  0.07
H -4.2164 4.4006 10.1632  0.07
H -1.6759 5.0916 7.4600  0.11
H -2.4794 6.6103 7.4616  0.11
H 0.1264 6.6661 7.3521  0.10
H -0.4229 7.7514 8.5764  0.10
H 1.3532 6.3777 9.4310  0.12
H 0.5749 4.8801 8.9325  0.11
H -0.0981 4.5580 12.4890  0.08
H 1.2977 5.4073 11.9578  0.08
H 0.8227 3.9746 11.1036  0.08
H 0.7220 7.6400 11.4747  0.09
H -0.8161 7.2523 12.1800  0.09
H -0.7446 8.0600 10.6750  0.06
H -2.5822 4.3251 11.8569  0.10
C -1.8538 -1.0491 0.3523  -0.04
C -1.3153 0.3732 0.0250  -0.47
C -2.4191 1.4202 0.5525  -0.02
C 0.0210 0.5646 0.8432  -0.11
C 1.2767 -0.1727 0.2077  -0.17
C 1.3987 0.1877 -1.2725  -0.16
C 0.1424 0.0308 -2.1047  -0.44
C 0.3805 0.7478 -3.4262  -0.05
C -0.1083 -1.5429 -2.4218  0.00
N -1.0149 0.7155 -1.3504  -0.14
O -2.1476 0.8046 -2.0635  0.00
H -2.6232 -1.3445 -0.3610  0.08
H -1.0880 -1.8232 0.3024  0.06
H -2.1421 -1.1937 1.3935  0.08
H -1.9170 2.3770 0.4094  0.07
H -3.3054 1.5303 -0.0723  0.07
H -2.7949 1.4242 1.5756  0.08
H 0.1741 1.6381 0.9546  0.11
H -0.0755 0.0873 1.8184  0.11
H 2.1107 0.0353 0.8780  0.11
H 1.0848 -1.2323 0.3770  0.09
H 2.2592 -0.4373 -1.5111  0.12
H 1.6997 1.2339 -1.2198  0.12
H 1.2503 0.3435 -3.9438  0.09
H 0.4712 1.8098 -3.1982  0.09
H -0.4420 0.5670 -4.1182  0.08
H -1.1403 -1.7082 -2.7313  0.07
H 0.0331 -2.1190 -1.5074  0.05
H 0.6426 -1.9633 -3.0907  0.08
H -2.3856 -0.1240 -2.1162  0.08
C -1.5165 -3.0251 8.0415  -0.04
C -0.6022 -4.1191 8.5852  -0.48
C -1.1433 -5.1496 9.6313  -0.02
C -0.2646 -5.0058 7.3525  -0.14
C 1.0253 -5.8586 7.4324  -0.20
C 2.1609 -4.9741 7.7780  -0.17
C 1.8958 -4.1411 9.0735  -0.49
C 2.0879 -5.1248 10.3029  -0.01
C 3.0509 -3.1730 9.0494  -0.05
N 0.6282 -3.4542 8.9763  -0.12
O 0.4571 -2.5091 10.0005  -0.01
H -2.3182 -3.5056 7.4807  0.08
H -1.9353 -2.3020 8.7413  0.08
H -1.0743 -2.3835 7.2793  0.08
H -1.1486 -4.6246 10.5866  0.08
H -2.2222 -5.2916 9.5680  0.08
H -0.6806 -6.1364 9.6456  0.07
H -1.0661 -5.7104 7.1304  0.12
H -0.2683 -4.3749 6.4637  0.11
H 1.0207 -6.6989 8.1266  0.11
H 1.0917 -6.3461 6.4598  0.11
H 2.2336 -4.3498 6.8875  0.12
H 3.0673 -5.5740 7.8590  0.12
H 2.1968 -4.3749 11.0864  0.08
H 3.0029 -5.7126 10.2294  0.08
H 1.1822 -5.6361 10.6291  0.06
H 3.3371 -2.6414 8.1419  0.09
H 3.9511 -3.6198 9.4713  0.09
H 2.7738 -2.3226 9.6725  0.07
H 0.5795 -1.6513 9.5872  0.10
C -0.6454 7.5387 -2.1190  -0.02
C -1.7663 8.6577 -2.0474  -0.49
C -2.2466 8.7793 -0.5595  -0.04
C -1.1237 10.0212 -2.3134  -0.13
C -0.7240 10.1532 -3.7957  -0.19
C -1.9450 9.8455 -4.6430  -0.14
C -2.8300 8.5625 -4.3938  -0.44
C -4.3139 8.8868 -4.8804  -0.02
C -2.2385 7.3836 -5.1771  -0.05
N -2.9054 8.3345 -2.8979  -0.11
O -3.4985 7.0839 -2.6448  -0.02
H 0.0995 7.6655 -1.3335  0.08
H -0.9957 6.5070 -2.0871  0.07
H -0.1640 7.5818 -3.0960  0.06
H -2.7106 9.7483 -0.3754  0.08
H -2.9832 8.0024 -0.3550  0.07
H -1.4930 8.6084 0.2093  0.08
H -2.0009 10.6682 -2.3143  0.12
H -0.4132 10.2973 -1.5342  0.13
H -0.5444 11.1922 -4.0721  0.11
H 0.1650 9.6282 -4.1452  0.10
H -1.4769 9.7461 -5.6223  0.11
H -2.5319 10.7638 -4.6665  0.11
H -4.6728 9.7627 -4.3400  0.08
H -4.9106 7.9875 -4.7276  0.08
H -4.2680 9.2346 -5.9124  0.08
H -1.1980 7.0687 -5.0977  0.08
H -2.3781 7.4991 -6.2519  0.09
H -2.8868 6.5106 -5.1021  0.07
H -3.0287 6.4532 -3.1954  0.06
C 6.8071 5.5484 -5.4961  -0.01
C 6.9580 5.9932 -6.9988  -0.32
C 5.9145 5.5071 -7.9896  -0.08
O 5.3477 6.6863 -8.5061  0.12
C 5.8765 7.7310 -8.0557  -0.57
O 5.5312 8.8628 -8.3851  0.12
O 6.8173 7.3696 -7.1120  0.07
H 5.8947 5.8935 -5.0097  0.09
H 7.6220 5.9830 -4.9172  0.08
H 6.9235 4.4648 -5.4814  0.08
H 7.9723 5.7784 -7.3355  0.15
H 5.1628 4.8332 -7.5786  0.13
H 6.3124 4.8489 -8.7620  0.13
C 7.1321 -6.1449 -9.9940  0.00
C 6.0330 -5.1040 -10.3911  -0.32
C 4.8401 -5.0818 -9.5072  -0.09
O 4.8311 -3.7724 -8.9888  0.10
C 5.8347 -3.0757 -9.3838  -0.57
O 6.0622 -1.9228 -9.0414  0.13
O 6.5886 -3.8164 -10.2394  0.08
H 6.8925 -7.1902 -10.1888  0.08
H 7.2239 -6.0371 -8.9132  0.08
H 8.0730 -5.8953 -10.4843  0.08
H 5.7636 -5.2295 -11.4398  0.15
H 4.9271 -5.7148 -8.6241  0.14
H 3.9020 -5.2860 -10.0234  0.14

---

- Among the records above, which one has the lowest Kohn-Sham gap?
  C62H114N20O5P4

---

- Which of these has the lowest LUMO?
  C62H126N6O12